2 unconnected molecules or ions with the total composition C12H16N2O, computed with the ωB97M-V functional and the def2-TZVPD basis.

Results
largest force on an atom = 1.569 eV/A
SMILES = CCc1c[nH]cn1.Cc1ccc(O)cc1
ΔE to the lowest compared entry with this formula, charge and spin = 35.82 kcal per mole
highest occupied orbital energy = -0.3105 Eh
multiplicity = 1
orbital gap = 0.3430 Ha

Bonds (Å) are listed after each position.
Element x y z (Å)
1 C 0.08 2.04 2.14  C2 1.544, H8 1.089, H9 1.094, H10 1.084
2 C 1.36 1.40 2.72  C1 1.544, C3 1.488, H11 1.095, H12 1.090
3 C 2.02 0.53 1.71  C2 1.488, C4 1.359, N7 1.378
4 C 3.11 0.86 0.97  C3 1.359, N5 1.385, H13 1.080
5 N 3.21 -0.11 -0.01  C4 1.385, C6 1.356, H14 1.005
6 C 2.20 -0.98 0.23  N5 1.356, N7 1.300, H15 1.075
7 N 1.50 -0.66 1.28  C3 1.378, C6 1.300
8 H -0.34 2.72 2.88  C1 1.089
9 H -0.65 1.28 1.86  C1 1.094
10 H 0.37 2.60 1.25  C1 1.084
11 H 1.91 2.26 3.12  C2 1.095
12 H 1.17 0.81 3.62  C2 1.090
13 H 3.76 1.72 0.93  C4 1.080
14 H 4.01 -0.40 -0.55  N5 1.005
15 H 1.97 -1.81 -0.40  C6 1.075
16 C -1.36 -1.74 0.89  C17 1.497, H24 1.092, H25 1.085, H26 1.085
17 C -1.58 -1.19 -0.48  C16 1.497, C18 1.412, C23 1.376
18 C -1.14 -1.89 -1.63  C17 1.412, C19 1.371, H27 1.079
19 C -1.29 -1.29 -2.85  C18 1.371, C20 1.401, H28 1.088
20 C -1.68 0.05 -2.98  C19 1.401, O21 1.388, C22 1.375
21 O -1.20 0.73 -4.09  C20 1.388, H29 0.971
22 C -2.28 0.68 -1.92  C20 1.375, C23 1.403, H30 1.080
23 C -2.24 0.00 -0.69  C17 1.376, C22 1.403, H31 1.081
24 H -2.16 -2.40 1.23  C16 1.092
25 H -1.13 -1.08 1.72  C16 1.085
26 H -0.52 -2.43 0.84  C16 1.085
27 H -0.74 -2.88 -1.45  C18 1.079
28 H -1.09 -1.85 -3.76  C19 1.088
29 H -1.88 0.83 -4.78  O21 0.971
30 H -2.72 1.66 -1.96  C22 1.080
31 H -2.67 0.51 0.16  C23 1.081